Density functional theory data (ωB97M-V/def2-TZVPD) for a molecular structure, C9H9N3O2 at a distorted geometry.

ΔE to the lowest compared entry with this formula, charge and spin in kJ/mol: 1167.6
HOMO in eV: -7.54
Largest force on an atom in eV/Å: 13.08
E_LUMO in eV: 0.19
Frontier orbital gap in eV: 7.728

Each line ends with the natural charge from an NBO analysis.
Atoms and positions in Å:
C (-1.72099, -1.55769, -0.03769)  0.09
C (-2.83267, -0.77728, -0.10333)  -0.30
C (-2.73400, 0.57583, -0.43810)  -0.16
C (-1.46579, 1.06897, -0.80635)  -0.29
C (-0.42322, 0.15352, -0.68490)  -0.04
C (2.58439, -0.75016, -0.28468)  0.63
C (2.68481, 0.67793, -0.15010)  -0.39
C (1.98387, 1.48255, 0.51870)  0.04
C (0.43989, -0.46604, 0.91896)  0.80
H (-1.92550, -2.63047, 0.17753)  0.22
H (-3.95528, -1.01338, -0.26408)  0.23
H (-3.47430, 1.23514, -0.30183)  0.20
H (-1.17713, 2.09943, -1.06734)  0.22
H (0.46481, 0.58059, -1.06622)  0.20
H (1.41383, -2.30054, 0.69574)  0.44
H (3.71944, 1.25904, -0.29955)  0.25
H (2.02813, 2.62764, 0.71647)  0.24
H (-0.08091, 1.51276, 1.00141)  0.43
N (-0.46262, -1.12810, -0.26895)  -0.36
N (1.46691, -1.30076, 0.45290)  -0.62
N (0.71558, 0.93928, 0.81988)  -0.62
O (3.37841, -1.45248, -0.93801)  -0.57
O (-0.62763, -0.83579, 1.40951)  -0.63